[1]
{
  "formula": "C21H42O21",
  "method": "ωB97M-V/def2-TZVPD",
  "gap_ev": 10.87,
  "lumo_energy_ha": 0.0090,
  "smiles": "COC(=O)OC.COC(=O)OC.COC(=O)OC.COC(=O)OC.COC(=O)OC.COC(=O)OC.COC(=O)OC",
  "e_homo_ev": -10.62,
  "relative_energy_kj_mol": 454.8,
  "fmax_ha_per_bohr": 0.1309,
  "elements": ["C", "O", "C", "O", "O", "C", "H", "H", "H", "H", "H", "H", "C", "O", "C", "O", "O", "C", "H", "H", "H", "H", "H", "H", "C", "O", "C", "O", "O", "C", "H", "H", "H", "H", "H", "H", "C", "O", "C", "O", "O", "C", "H", "H", "H", "H", "H", "H", "C", "O", "C", "O", "O", "C", "H", "H", "H", "H", "H", "H", "C", "O", "C", "O", "O", "C", "H", "H", "H", "H", "H", "H", "C", "O", "C", "O", "O", "C", "H", "H", "H", "H", "H", "H"],
  "xyz": [[5.23052, -1.13444, -10.49833], [4.91969, -1.65573, -9.25208], [3.85933, -1.24122, -8.57466], [2.99333, -0.38283, -8.86760], [3.81818, -1.91163, -7.41560], [2.66954, -1.81261, -6.53971], [4.53719, -1.62093, -11.18442], [6.23450, -1.39548, -10.83299], [5.09229, -0.06269, -10.64101], [2.75594, -2.53524, -5.72828], [1.70729, -1.93117, -7.03780], [2.71064, -0.90857, -5.93216], [-0.44097, 4.27391, -4.46328], [0.91228, 4.68210, -4.60236], [1.35721, 5.86456, -4.27188], [0.58691, 6.74667, -3.87146], [2.68340, 5.99177, -4.62814], [3.33983, 7.23497, -4.38842], [-0.74690, 4.36764, -3.42129], [-0.60399, 3.24969, -4.79867], [-1.12421, 4.95457, -4.97120], [4.38135, 7.04063, -4.64450], [3.13997, 7.59245, -3.37830], [3.03329, 7.84597, -5.23743], [0.60967, -0.79864, 7.35963], [1.97430, -1.13488, 7.35223], [2.38074, -2.41660, 7.71324], [1.68781, -3.44603, 7.94946], [3.70758, -2.48398, 7.56386], [4.27762, -3.68005, 7.19365], [0.14954, -1.70788, 6.97276], [0.31665, 0.10180, 6.81978], [0.22404, -0.66867, 8.37082], [4.46116, -3.74509, 6.12117], [3.76167, -4.61448, 7.41439], [5.19251, -3.51098, 7.76153], [2.97731, 15.58032, 2.99308], [3.24576, 14.19088, 3.18403], [2.33692, 13.30941, 2.68118], [1.24604, 13.57401, 2.14064], [2.79275, 12.11607, 2.85009], [2.07900, 10.97774, 2.39905], [3.17219, 15.82174, 1.94817], [3.64153, 16.16615, 3.62846], [2.02502, 15.93911, 3.38360], [1.89877, 10.85938, 1.33058], [1.14195, 10.83905, 2.93829], [2.71923, 10.11112, 2.56391], [-7.49275, -6.12964, -0.72097], [-7.05995, -5.26978, -1.80081], [-5.89112, -4.58849, -1.60202], [-5.33559, -4.50758, -0.52620], [-5.45104, -4.11067, -2.68945], [-4.22216, -3.36805, -2.84468], [-6.75069, -6.88332, -0.45751], [-8.44826, -6.62198, -0.90174], [-7.76448, -5.54882, 0.16047], [-3.37594, -3.88097, -2.38757], [-4.44056, -2.39737, -2.39953], [-3.92411, -3.18468, -3.87697], [-4.38163, -8.95491, 2.96774], [-5.66025, -8.81318, 3.55586], [-6.50372, -9.86553, 3.55882], [-6.20898, -10.96579, 3.12961], [-7.75526, -9.47300, 4.01366], [-8.86420, -10.24954, 3.75810], [-3.92952, -9.89456, 3.28514], [-3.73889, -8.19518, 3.41247], [-4.22291, -8.67673, 1.92586], [-9.03031, -10.48762, 2.70746], [-9.79846, -9.73411, 3.98078], [-8.81950, -11.24000, 4.21096], [2.27788, 1.41477, 0.96421], [2.67441, 0.19473, 1.61245], [2.25564, -0.93935, 1.12686], [1.67068, -1.08021, 0.15646], [2.67665, -1.93276, 1.90795], [2.49335, -3.33311, 1.59982], [2.86155, 1.49622, 0.04726], [2.56086, 2.32607, 1.49105], [1.22311, 1.34960, 0.69713], [3.36168, -3.89892, 1.93743], [2.35928, -3.42070, 0.52166], [1.58881, -3.76681, 2.02621]],
  "forces_ev_per_a": [[-0.837, 0.283, -2.212], [0.317, -0.124, 1.741], [-3.183, 2.292, 0.427], [2.812, -2.323, 0.016], [0.029, -0.706, 0.240], [0.300, 0.509, 0.524], [0.059, 0.138, -0.427], [0.020, -0.181, 0.695], [-0.060, 0.065, 0.607], [0.370, -0.702, -0.672], [0.300, 0.163, -0.220], [-0.127, 0.588, -0.715], [-0.884, 1.148, 0.916], [1.334, -2.026, -0.753], [-1.512, 2.761, -0.436], [2.263, -1.141, -0.202], [-1.901, -1.468, 1.026], [-0.245, -0.313, -1.273], [0.170, -0.227, 0.164], [0.645, 0.215, -0.124], [0.234, 0.007, -0.406], [0.100, -0.139, 0.776], [0.154, 0.301, -0.347], [-0.356, 0.879, 0.663], [-1.352, -1.711, 0.748], [2.080, -1.082, 0.950], [-2.295, -2.331, -1.139], [1.604, 4.247, -0.567], [-2.561, 2.422, 0.191], [1.743, -1.235, 0.109], [-0.816, 0.402, -0.242], [0.910, -0.203, -0.394], [0.211, -0.016, 0.213], [0.136, 0.524, -0.130], [-0.246, 0.414, 0.748], [0.587, -1.427, -0.495], [0.174, 0.586, 0.244], [-0.880, -0.594, -0.042], [-2.882, 2.244, -1.426], [2.704, -0.149, 1.348], [1.347, -1.489, 0.232], [-0.280, -1.205, -0.146], [-0.405, 0.212, 0.099], [0.666, -0.535, -0.156], [-0.511, -0.665, -0.628], [-0.139, 1.131, -0.154], [0.059, 0.225, -0.021], [0.144, 0.240, 0.651], [-0.184, 0.561, 0.828], [0.184, -0.148, -0.176], [-0.261, -1.497, 3.394], [-0.274, -0.029, -0.197], [0.358, 0.630, -4.218], [-0.191, 0.388, 1.152], [0.109, 0.216, -0.139], [0.245, 0.061, -1.171], [0.657, 0.277, 0.122], [-0.283, 0.072, 0.416], [0.569, -0.016, 0.213], [-0.922, -0.525, -0.214], [1.679, 0.172, 1.053], [-1.551, 0.266, 0.177], [-0.419, -0.871, -1.277], [-0.796, 1.254, 0.827], [2.911, 1.238, -0.088], [-1.336, -1.888, -1.145], [-0.173, -0.183, -0.641], [-0.317, 0.154, 0.607], [-1.114, -0.764, -0.376], [0.655, 0.176, -0.453], [0.465, 0.288, 0.799], [-0.011, 0.170, 0.509], [0.257, -0.581, -1.353], [0.837, 1.921, 1.909], [2.433, -0.794, 3.340], [-3.635, -0.708, -5.619], [0.735, -0.702, 1.795], [-0.475, 0.683, -1.145], [-0.193, -0.169, -0.310], [-0.271, -0.633, 0.847], [0.056, 0.293, 0.175], [-0.004, 0.399, 0.016], [0.263, -0.138, -0.072], [-0.009, 0.425, 0.415]],
  "mulliken_charge": [-0.649, -0.287, 0.797, -0.590, -0.305, -0.646, 0.294, 0.239, 0.309, 0.260, 0.291, 0.287, -0.627, -0.277, 0.775, -0.581, -0.293, -0.624, 0.293, 0.224, 0.296, 0.227, 0.289, 0.300, -0.604, -0.283, 0.762, -0.584, -0.291, -0.597, 0.296, 0.236, 0.275, 0.240, 0.317, 0.234, -0.645, -0.297, 0.793, -0.578, -0.298, -0.658, 0.287, 0.249, 0.296, 0.304, 0.294, 0.254, -0.617, -0.306, 0.808, -0.572, -0.324, -0.597, 0.262, 0.264, 0.278, 0.292, 0.286, 0.227, -0.664, -0.300, 0.743, -0.539, -0.285, -0.668, 0.309, 0.273, 0.272, 0.302, 0.268, 0.290, -0.631, -0.317, 0.782, -0.493, -0.324, -0.654, 0.284, 0.236, 0.287, 0.226, 0.324, 0.279]
}

[2]
{
  "formula": "C35H34BrCaI2N5O10",
  "method": "ωB97M-V/def2-TZVPD",
  "gap_ev": 6.10,
  "lumo_energy_ha": 0.1304,
  "e_homo_ev": -2.56,
  "relative_energy_kj_mol": 56.4,
  "fmax_ha_per_bohr": 0.0400,
  "total_charge": -2,
  "elements": ["Ca", "I", "C", "C", "C", "I", "C", "O", "C", "C", "N", "C", "C", "C", "C", "C", "C", "N", "C", "H", "H", "H", "H", "H", "H", "H", "H", "H", "H", "H", "O", "C", "O", "C", "O", "O", "C", "O", "C", "C", "C", "Br", "C", "C", "C", "O", "C", "N", "C", "C", "C", "C", "C", "C", "N", "H", "H", "H", "H", "H", "H", "H", "H", "H", "H", "H", "C", "N", "C", "C", "C", "O", "H", "H", "H", "H", "H", "H", "H", "H", "H", "C", "C", "O", "O", "H", "H", "H"],
  "xyz": [[0.75914, -1.41636, 1.08713], [7.97847, 1.98437, 1.33646], [6.18802, 0.88798, 1.50256], [6.10519, -0.14832, 2.42093], [4.92754, -0.86973, 2.47907], [4.72944, -2.41911, 3.87869], [3.79636, -0.65135, 1.62654], [2.77347, -1.40542, 1.66675], [3.92733, 0.48524, 0.75157], [2.76312, 0.87731, -0.13294], [1.48451, 0.89408, 0.59437], [1.44741, 1.86524, 1.69173], [0.69430, 1.34770, 2.89978], [0.15245, 2.22786, 3.83309], [-0.41573, 1.71528, 4.98644], [-0.44184, 0.33990, 5.17722], [0.07515, -0.46824, 4.17977], [0.63450, 0.02518, 3.06839], [5.10303, 1.21249, 0.69796], [6.93281, -0.38520, 3.07416], [2.97267, 1.85382, -0.58727], [2.67571, 0.14407, -0.93894], [0.74377, 1.19372, -0.05687], [2.46527, 2.07251, 2.03204], [1.02088, 2.81326, 1.35209], [0.17288, 3.29482, 3.64365], [-0.83286, 2.38174, 5.73350], [-0.87081, -0.09407, 6.07198], [0.04630, -1.55338, 4.24224], [5.17137, 2.05586, 0.01861], [-0.56041, -4.59295, -0.70990], [0.11660, -3.94193, 0.09694], [1.06826, -3.12612, -0.16839], [-0.22838, -4.04528, 1.63898], [-0.59629, -5.11842, 2.11141], [-0.11527, -2.92457, 2.27475], [-2.84734, -3.10988, 0.58756], [-1.99632, -2.15756, -0.04706], [-1.99591, -2.09880, -1.37965], [-2.93044, -2.68860, -2.20012], [-2.82442, -2.50031, -3.57551], [-4.14816, -3.27787, -4.71227], [-1.81876, -1.76601, -4.13591], [-0.84394, -1.19391, -3.30100], [-0.93551, -1.34793, -1.92401], [-0.05591, -0.81783, -1.05706], [0.28256, -0.45542, -3.85827], [1.29116, -0.01236, -3.16102], [2.15249, 0.59281, -4.06052], [3.39246, 1.19170, -3.85993], [4.04781, 1.70582, -4.96615], [3.49267, 1.62717, -6.25184], [2.26742, 1.01801, -6.46752], [1.61583, 0.50755, -5.35175], [0.42072, -0.16769, -5.19132], [-2.64409, -4.11026, 0.20111], [-3.90207, -2.84228, 0.44692], [-2.58895, -3.07242, 1.64245], [-3.71503, -3.30605, -1.79303], [-1.77794, -1.64878, -5.21023], [0.63944, -0.35147, -1.58705], [3.82888, 1.24154, -2.86911], [5.01663, 2.17431, -4.83889], [4.03453, 2.04127, -7.09362], [1.84218, 0.94045, -7.46192], [-0.24111, -0.38819, -5.91006], [-3.95087, -0.62298, 3.89397], [-4.15766, -0.02967, 2.58429], [-5.46485, 0.52195, 2.30189], [-3.07588, 0.14452, 1.74453], [-3.35394, 0.80607, 0.41829], [-1.96508, -0.23183, 2.07360], [-4.63980, -1.45881, 4.04576], [-4.09966, 0.11284, 4.69188], [-2.93085, -0.98950, 3.93891], [-6.19131, 0.05184, 2.96437], [-5.76745, 0.32473, 1.27455], [-5.50694, 1.60503, 2.46857], [-3.84923, 1.77084, 0.55940], [-3.99970, 0.17008, -0.19781], [-2.40838, 0.96692, -0.09848], [-2.08587, 3.81232, -1.09952], [-0.73315, 3.12559, -0.85053], [0.21954, 3.87044, -0.53051], [-0.72568, 1.86201, -0.96046], [-1.93499, 4.78398, -1.57101], [-2.56241, 3.97597, -0.12739], [-2.73908, 3.18871, -1.71201]],
  "forces_ev_per_a": [[-0.835, 1.517, -0.206], [-0.101, -0.043, 0.023], [0.189, 0.045, 0.047], [-0.206, 0.057, -0.160], [-0.114, -0.091, 0.024], [0.050, 0.074, -0.081], [0.231, -0.112, 0.193], [2.016, 0.379, 0.175], [-0.124, -0.055, 0.021], [0.019, -0.121, 0.432], [0.059, 0.675, -0.065], [-0.110, -0.217, -0.006], [0.172, -0.236, -0.047], [-0.102, 0.035, 0.098], [0.036, -0.002, -0.054], [-0.008, 0.070, 0.031], [0.191, 0.090, -0.201], [-0.243, 0.407, 0.725], [-0.044, -0.029, 0.035], [-0.004, -0.021, 0.014], [0.032, 0.027, -0.082], [-0.076, -0.015, -0.054], [0.044, 0.075, -0.058], [0.087, -0.016, 0.013], [-0.012, 0.036, -0.007], [0.043, -0.031, -0.005], [-0.011, 0.004, -0.012], [0.007, -0.023, -0.032], [-0.035, 0.073, -0.061], [-0.038, -0.014, 0.012], [0.247, 0.077, 0.098], [0.320, -0.274, -0.078], [-0.424, -1.532, -0.589], [0.026, 0.001, 0.224], [-0.013, 0.155, -0.041], [-0.724, -1.614, 0.578], [-0.171, 0.024, 0.030], [-0.113, -0.044, 0.278], [-0.022, -0.039, 0.076], [-0.064, -0.026, -0.103], [-0.125, 0.008, -0.076], [0.039, 0.003, 0.036], [0.046, -0.008, -0.069], [-0.002, 0.088, -0.080], [0.390, 0.217, 0.250], [-0.558, -0.018, -0.966], [-0.110, -0.039, -0.129], [0.292, 0.120, 0.114], [-0.040, -0.034, 0.058], [0.089, 0.045, 0.023], [0.003, -0.006, -0.002], [-0.025, -0.052, 0.064], [-0.042, 0.005, -0.019], [-0.074, -0.062, 0.009], [0.001, 0.037, -0.162], [0.062, 0.032, -0.011], [0.020, 0.082, -0.021], [-0.007, 0.049, -0.028], [-0.002, 0.002, 0.030], [0.020, -0.027, 0.011], [-0.077, 0.065, 0.002], [-0.060, 0.014, -0.065], [-0.045, -0.007, 0.005], [0.001, -0.008, 0.024], [0.015, 0.015, 0.041], [-0.024, -0.012, -0.019], [-0.003, 0.079, -0.181], [0.056, -0.105, 0.039], [0.110, -0.002, -0.005], [-0.032, -0.052, 0.123], [0.019, -0.109, 0.037], [-0.173, 0.127, -0.111], [-0.014, 0.037, 0.007], [-0.004, -0.005, 0.002], [0.061, -0.026, 0.021], [-0.010, -0.025, -0.011], [-0.007, 0.005, -0.009], [-0.021, 0.000, 0.016], [-0.021, -0.060, -0.043], [0.013, 0.052, 0.063], [0.029, 0.032, -0.018], [-0.027, -0.004, -0.030], [0.178, -0.088, -0.027], [-0.235, -0.293, -0.080], [0.143, 0.632, -0.007], [-0.011, -0.002, 0.035], [-0.014, 0.016, -0.069], [0.001, 0.015, 0.042]],
  "mulliken_charge": [2.064, -0.069, -0.420, -0.327, -0.646, -0.064, 0.094, -0.715, 0.098, -0.055, 1.533, -1.454, 0.845, -0.844, -0.467, -0.806, -0.730, 0.331, -0.590, 0.351, 0.449, 0.059, -0.756, 0.449, 0.246, 0.470, 0.362, 0.449, 0.553, 0.385, -0.735, 0.565, -0.709, 0.437, -0.801, -0.856, -1.893, 1.207, -0.057, -0.347, -0.567, -0.286, -0.777, 1.899, -1.089, 0.430, -0.359, -0.026, 0.154, -0.202, -0.727, -0.316, -1.170, 0.092, -0.030, 0.541, 0.387, 0.258, 0.550, 0.389, 0.645, 0.490, 0.412, 0.354, 0.360, 0.188, -0.989, 0.364, -1.074, 0.132, -0.670, 0.452, 0.385, 0.373, 0.094, 0.345, 0.337, 0.277, 0.596, 0.293, -0.657, -1.295, 0.461, -0.789, -0.681, 0.395, 0.200, 0.244]
}